Entry 1:
Computed, not measured: a cluster of 2 separate species, C5H9N3S in total at a distorted geometry, with wB97M-V/def2-TZVPD.

Each line ends with the Löwdin charge.
Atoms and positions in Å:
1 H -2.48 0.07 -0.16  0.087
2 H -2.09 -0.18 1.61  0.105
3 S -2.26 -1.12 -4.77  1.103
4 C -0.80 0.91 0.46  0.029
5 H -0.15 -2.51 -0.04  0.116
6 H 1.65 2.80 0.32  0.120
7 N 0.26 1.35 0.37  0.150
8 C -1.39 -0.99 -3.46  -0.536
9 H -0.05 -3.08 -1.73  0.127
10 C -2.18 0.50 0.79  0.053
11 N -0.38 -1.05 -1.29  0.035
12 C 0.22 -2.26 -1.02  0.000
13 H -2.67 1.42 1.13  0.135
14 N -0.98 -0.78 -2.33  0.068
15 H 2.13 1.03 0.30  0.096
16 C 1.52 1.80 0.01  0.020
17 H 1.30 -1.94 -1.13  0.165
18 H 1.50 2.08 -1.03  0.127

Computed properties:
Multiplicity: 1
HOMO energy, eV: -18.3
Kohn-Sham gap, eV: 7.106
Total charge: +2
ΔE to the lowest compared entry with this formula, charge and spin, kJ/mol: 125.6

---

Entry 2:
Computed, not measured: a cluster of 14 separate species, C3H36NO13S in total at a distorted geometry, with wB97M-V/def2-TZVPD.

Each line ends with the Löwdin spin population.
Atoms and positions in Å:
1 H -2.90 -2.85 2.07  0.000
2 H -3.38 -1.31 0.04  0.000
3 O -0.76 4.29 1.28  0.000
4 O -0.17 -0.12 2.63  0.000
5 O 3.21 0.17 2.00  0.000
6 H 0.98 -3.28 -2.84  0.000
7 H 1.81 0.94 -1.29  0.000
8 H 0.78 -0.04 2.81  0.000
9 H 2.82 4.00 1.88  0.000
10 C -2.41 -1.60 -0.35  0.058
11 H -1.77 -0.70 -0.39  0.012
12 H 0.35 -2.73 4.48  0.000
13 H -0.76 3.19 2.56  0.000
14 O -0.70 2.48 3.24  0.000
15 H 1.44 3.42 1.36  0.000
16 H 1.09 0.90 -2.62  0.000
17 H -1.81 2.10 -0.96  0.000
18 O -0.40 -2.46 3.94  0.000
19 H 4.04 2.75 -0.55  0.000
20 C -2.55 -3.55 1.31  0.005
21 H -0.56 -1.44 1.58  0.000
22 H 2.05 -1.21 -2.05  0.000
23 H -2.09 -4.40 1.76  0.001
24 C -1.70 -2.78 0.31  0.039
25 H 0.04 2.22 -2.29  0.000
26 H -1.40 2.04 -2.89  0.000
27 O 3.66 2.00 -1.02  0.000
28 H -0.45 -1.51 3.78  0.000
29 O 1.38 0.32 -1.90  0.000
30 H 0.35 -4.64 -2.43  0.000
31 H 4.23 1.79 -1.76  0.000
32 H -0.57 0.77 2.74  0.000
33 H 2.62 2.31 -2.00  0.000
34 O -0.72 1.60 -2.36  0.001
35 H -1.34 -3.49 -0.47  0.010
36 H 3.07 -2.37 -2.13  0.000
37 S -2.70 -2.11 -2.12  0.830
38 O 1.81 2.66 -2.41  0.000
39 H 4.04 0.58 2.27  0.000
40 O 0.16 -3.81 -2.87  0.018
41 H -0.02 2.73 3.87  0.000
42 H -0.91 5.24 1.39  0.000
43 H -0.10 -3.10 1.67  0.000
44 N -0.46 -2.35 1.06  0.005
45 O -2.16 2.83 -0.40  0.000
46 H 0.27 -2.22 0.35  0.000
47 H -1.38 -1.95 -2.43  0.020
48 O 2.16 -2.18 -1.89  0.000
49 H -1.37 3.97 0.58  0.000
50 H 2.79 0.86 1.46  0.000
51 H -3.48 -3.86 0.81  0.001
52 O 2.34 3.62 1.13  0.000
53 H 1.86 3.62 -2.40  0.000
54 H -3.06 2.54 -0.19  0.000

Computed properties:
Multiplicity: 2
HOMO energy (alpha / beta), eV: -16.4 / -16.4
Expectation value of S²: 0.75
Kohn-Sham gap (alpha / beta), eV: 9.940 / 5.129
Total charge: +2

---

Entry 3:
Computed, not measured: a structure of composition C47H60AsF6IrN5OSi5Te, with wB97M-V/def2-TZVPD.

Each line ends with the Löwdin spin population.
Atoms and positions in Å:
1 C 2.29 -0.07 1.83  0.000
2 H -7.15 -3.47 -0.17  0.000
3 H 1.74 -1.49 -4.90  0.000
4 H -4.50 1.70 0.36  0.000
5 C -3.33 -3.40 0.50  0.000
6 C 5.35 4.35 -5.19  0.004
7 C -2.68 0.43 0.33  -0.001
8 H 7.70 1.38 -2.53  0.000
9 H -6.28 -4.01 2.08  0.000
10 H 6.78 2.84 -2.87  0.000
11 C -6.08 -3.45 0.01  0.000
12 N 2.78 -1.91 0.22  -0.002
13 H 1.36 4.40 -4.70  0.000
14 F -3.34 0.01 -4.02  0.000
15 N -1.28 2.03 0.66  0.000
16 C -0.55 -4.72 0.01  -0.001
17 H 5.21 5.23 -5.83  0.001
18 C -0.03 4.07 0.86  0.002
19 C 2.30 4.14 1.26  0.003
20 N -1.40 0.70 0.48  0.001
21 H 5.84 -2.55 3.98  0.000
22 H -2.99 -0.58 0.12  0.000
23 C -5.21 -3.11 -1.01  0.000
24 C 1.16 1.99 1.13  0.014
25 H 4.13 5.91 -2.68  0.000
26 C -5.59 -3.75 1.27  0.000
27 H -1.95 -5.07 -1.58  0.000
28 C 3.53 -2.89 -0.34  0.000
29 Si 3.77 4.00 -4.22  0.016
30 Si 3.45 1.71 -3.83  0.076
31 H 5.81 -1.17 -3.88  0.000
32 C 2.32 2.76 1.30  0.008
33 C 2.51 0.41 3.12  -0.005
34 H 5.66 -1.21 5.11  0.000
35 N 1.33 0.58 1.02  -0.048
36 H 5.42 0.15 -6.32  0.000
37 H 2.38 -6.42 0.38  0.000
38 H -3.86 -3.95 2.51  0.000
39 H 1.83 6.78 1.57  0.000
40 H 4.62 -1.52 -2.62  0.000
41 F -1.95 -1.87 -3.22  0.001
42 C 5.52 -0.96 -2.84  0.000
43 H 1.94 1.28 3.44  0.000
44 C -0.25 -6.35 -1.75  0.000
45 C 4.14 -1.28 3.59  -0.006
46 C 3.89 -1.80 2.34  0.001
47 H 3.23 4.68 1.39  0.000
48 H -5.58 -2.86 -1.99  0.000
49 H 4.68 4.41 -1.93  0.000
50 H 2.95 4.78 -2.00  0.012
51 C -1.19 -4.34 3.37  0.000
52 H 2.30 4.37 -6.19  0.000
53 C -0.16 -2.05 4.53  0.000
54 F 0.08 -0.63 -3.77  0.041
55 C 2.98 -1.23 1.45  -0.006
56 Si -1.49 -3.28 0.76  0.001
57 H -2.67 3.64 0.80  0.000
58 C -1.00 -5.36 -1.15  0.000
59 C 2.30 4.70 -5.15  0.001
60 H -0.62 -6.83 -2.65  0.000
61 H -0.38 -1.14 2.61  0.000
62 C -0.51 -2.05 3.19  0.000
63 C 1.08 6.32 0.93  -0.001
64 H 0.63 1.09 -6.05  0.001
65 As -1.65 -0.31 -3.93  0.005
66 C -2.52 2.59 0.64  0.000
67 C 1.80 -2.46 -1.63  -0.001
68 H 0.10 6.72 1.21  0.000
69 C -0.04 2.68 0.90  0.003
70 Te 1.41 1.83 -2.40  0.755
71 H 1.05 -4.64 1.45  0.000
72 C -0.85 -4.34 4.71  0.000
73 H 5.57 0.49 -0.13  0.000
74 H 4.44 -3.24 0.11  0.000
75 H -0.05 -3.20 6.34  0.000
76 H 3.55 0.25 4.98  0.000
77 Si 3.00 0.45 -5.77  0.024
78 H 0.25 -1.16 4.98  0.000
79 H -3.17 -2.79 -1.58  0.000
80 C -0.33 -3.20 5.29  0.000
81 C 2.73 -1.35 -5.34  0.003
82 C 0.68 -5.11 0.55  0.000
83 H 3.90 0.94 -0.53  0.005
84 H 7.04 1.65 -4.14  0.000
85 C 4.55 0.59 -6.82  0.005
86 H 3.25 2.25 1.44  0.000
87 H -0.98 -5.24 5.30  0.000
88 H -0.95 4.60 0.66  0.000
89 C 0.97 -6.74 -1.20  0.000
90 H 1.68 2.17 -6.98  0.000
91 F -1.61 0.40 -2.34  0.008
92 C -1.03 -3.19 2.58  0.001
93 C 1.11 4.82 1.04  -0.003
94 C 3.42 -0.16 3.99  0.001
95 Ir 0.18 -0.49 -0.05  0.029
96 C 3.89 4.85 -2.55  0.012
97 N 1.73 -1.65 -0.59  -0.002
98 H 1.05 -2.41 -2.40  0.000
99 H 4.59 -2.61 5.22  0.000
100 H 1.28 6.64 -0.10  0.000
101 C 6.84 1.77 -3.08  0.002
102 C 2.93 -3.28 -1.51  -0.001
103 H -1.58 -5.25 2.92  0.000
104 H 6.32 -1.33 -2.19  0.000
105 C -3.84 -3.09 -0.77  0.000
106 C -3.43 1.60 0.44  0.000
107 H 4.41 0.05 -7.77  0.001
108 F -1.63 -1.01 -5.51  0.001
109 C -4.23 -3.72 1.51  0.000
110 H 1.34 0.55 -7.58  0.000
111 H 5.64 3.52 -5.83  0.000
112 Si 5.26 0.88 -2.58  0.004
113 C 5.11 -1.95 4.52  -0.001
114 C 1.43 -6.12 -0.05  0.000
115 H 3.27 -4.04 -2.19  0.000
116 C 4.95 1.15 -0.74  0.004
117 H 1.55 -7.52 -1.67  0.000
118 H 2.35 5.80 -5.15  0.000
119 O -1.02 -1.93 -0.04  0.020
120 H 4.79 1.62 -7.06  0.000
121 F -1.27 1.25 -4.60  0.010
122 H 2.78 -1.95 -6.26  0.000
123 C 1.52 1.14 -6.68  0.002
124 H 5.16 2.18 -0.45  0.000
125 H 3.48 -1.73 -4.65  0.000
126 H 6.18 4.56 -4.51  0.000
127 H 4.42 -2.70 2.05  0.000

Computed properties:
Multiplicity: 2
HOMO energy (alpha / beta), eV: -7.3 / -7.2
Expectation value of S²: 0.84
Kohn-Sham gap (alpha / beta), eV: 5.992 / 5.792
Total charge: 0
ΔE to the lowest compared entry with this formula, charge and spin, kJ/mol: 0.0

---

Entry 4:
Computed, not measured: an isolated molecule of C4H10N2O at a distorted geometry, with wB97M-V/def2-TZVPD.

Each line ends with the Löwdin charge.
Atoms and positions in Å:
1 C 0.18 -1.16 -0.52  -0.199
2 C 0.16 0.16 -1.26  -0.127
3 H 1.35 0.54 1.06  0.064
4 H 1.76 2.22 0.90  0.121
5 H -0.50 0.64 1.57  0.042
6 N -1.15 -0.08 1.34  0.001
7 H -0.86 0.38 -1.55  0.124
8 C 0.67 1.45 -0.64  -0.563
9 H 0.75 0.09 -2.17  0.126
10 N 1.41 1.35 0.51  0.155
11 H 0.03 -1.99 -1.21  0.109
12 H -0.67 -2.13 1.27  0.100
13 H -2.10 0.23 1.29  0.073
14 C -0.89 -1.29 0.60  -0.277
15 O 0.48 2.51 -1.18  0.057
16 H 1.17 -1.34 -0.12  0.095
17 H -1.80 -1.59 0.11  0.100

Computed properties:
Multiplicity: 1
Structure (SMILES): NCCCC(N)=O
HOMO energy, eV: -9.0
Kohn-Sham gap, eV: 9.925
Total charge: 0
ΔE to the lowest compared entry with this formula, charge and spin, kJ/mol: 91.5